No. 1
{
  "formula": "C19H20F9N2O6S2",
  "method": "ωB97M-V with the def2-TZVPD basis set",
  "total_charge": -1,
  "gap_ev": 3.95,
  "spin_multiplicity": 1,
  "elements": ["H", "C", "H", "H", "C", "C", "H", "F", "H", "C", "C", "H", "H", "C", "H", "F", "H", "C", "F", "O", "C", "O", "F", "H", "F", "C", "H", "H", "H", "H", "O", "O", "O", "N", "H", "C", "C", "C", "O", "S", "F", "S", "H", "C", "F", "H", "C", "H", "F", "C", "N", "F", "C", "H", "C", "C", "H", "C"],
  "positions_angstrom": [[-1.992136, 2.286395, 1.650902], [0.879180, 1.181334, 4.345114], [0.810103, 0.994121, -1.726107], [-3.423672, 0.918102, 3.008319], [2.961010, -3.565253, -1.601552], [-2.440861, 0.494177, 2.690562], [-4.043451, 0.495262, 0.525440], [0.015305, -3.443187, -2.605352], [-1.840829, -0.496303, 0.396773], [2.390209, -4.017813, -2.982027], [-1.947366, 0.581197, 0.283991], [-1.551503, 0.740963, -1.796544], [-0.573012, 1.200809, 1.832458], [-1.102178, 1.136054, -0.864874], [1.461508, -1.359262, -2.349294], [2.346375, -3.005124, -3.846531], [2.753620, -2.482661, 0.173091], [-1.850973, 3.433581, -3.380375], [0.802981, -5.239964, -1.452378], [-1.226554, 2.552451, -0.823528], [2.140015, -2.668041, -0.710028], [1.361343, 2.052102, 6.451671], [3.393602, -4.664192, -0.941167], [1.244933, -3.166509, -0.344314], [-0.785574, -5.468913, -2.974771], [0.937470, 1.227090, 2.969184], [0.806655, 1.326512, 0.010784], [-4.044838, 2.811428, 0.355426], [-4.474684, 2.264050, -1.232674], [-0.317181, -1.315203, -0.923367], [2.351476, 4.402212, 5.353078], [-2.076547, -0.554513, 3.142084], [1.719332, 2.484636, 1.106551], [-2.716094, 2.971413, -2.654399], [2.449436, 4.378807, 2.680767], [1.983136, 3.494484, 4.598248], [1.614076, 2.467990, 2.354703], [-3.662145, 2.278585, -0.508902], [0.478684, 0.363818, 2.151372], [0.670899, -4.844054, -2.974570], [0.488804, -4.503643, -4.522355], [-0.720659, 3.780275, -4.389509], [0.625023, -0.995732, 0.532183], [0.334335, 0.730519, -0.776420], [3.250628, -4.916924, -3.491080], [-3.536872, 0.285627, -1.002264], [-2.476354, 3.006395, -1.180673], [-2.523445, 4.047564, -0.862431], [4.092979, -2.875466, -1.956232], [1.393819, 2.194937, 5.230799], [-3.378484, 0.847704, -0.164358], [1.245430, -6.259326, -3.390520], [0.552289, -0.757436, -0.531089], [2.592116, -0.609414, -1.228200], [-1.660459, 1.245816, 1.619049], [1.758157, -1.306187, -1.302386], [0.419640, 0.328677, 4.837795], [2.041305, 3.510034, 3.189927]],
  "forces_ev_per_a": [[-0.1, 0.1, -0.3], [-0.5, -0.5, -0.3], [-0.1, 0.2, -0.1], [0.0, 0.2, 0.2], [0.2, 0.9, 0.2], [0.8, 0.2, -0.4], [0.1, 0.2, 0.1], [0.1, 0.0, 0.2], [-0.1, -0.1, -0.2], [0.5, -0.7, -0.3], [0.9, 0.8, 0.6], [0.1, 0.2, -0.2], [-0.1, -0.5, -0.5], [-0.5, -0.9, 0.4], [0.2, -0.1, -0.1], [-0.2, 0.2, 0.3], [0.1, -0.1, 0.0], [-0.2, -1.1, -0.2], [0.0, 0.1, 0.2], [-0.1, 0.2, -0.4], [-0.1, 0.3, 0.0], [0.1, 0.2, -0.3], [-0.2, -0.2, -0.1], [0.0, -0.2, -0.2], [0.1, 0.0, 0.0], [1.4, 0.5, 1.2], [0.2, 0.0, 0.1], [0.4, -0.2, 0.3], [0.0, 0.0, 0.0], [0.0, -0.1, 0.1], [-0.1, -0.1, -0.1], [-0.5, -0.5, 0.1], [0.0, 0.1, -0.2], [0.7, 0.7, 0.2], [0.1, 0.0, 0.2], [0.0, -0.1, 0.3], [0.0, 0.2, 0.2], [-0.4, 0.1, -0.4], [1.8, -0.9, 0.7], [-0.1, -0.1, -0.7], [0.0, 0.0, 0.1], [-0.1, 0.4, 0.0], [0.0, 0.3, 0.0], [0.5, 0.0, -0.3], [-0.1, 0.0, 0.1], [0.1, 0.0, 0.0], [-0.4, 0.0, 0.3], [0.0, 0.0, 0.0], [0.0, -0.1, -0.1], [0.0, -0.1, 0.2], [-0.3, -0.3, -0.2], [0.0, 0.0, 0.2], [-0.4, -0.4, -0.5], [0.1, 0.0, 0.0], [-3.5, 0.9, 0.0], [-0.3, 0.2, 0.3], [0.0, -0.1, -0.1], [0.0, 0.0, -0.4]]
}

***

No. 2
{
  "formula": "C4H6O2",
  "method": "ωB97M-V with the def2-TZVPD basis set",
  "gap_ev": 10.63,
  "de_lowest_kj_mol": 99.4,
  "smiles": "C=COC(C)=O",
  "spin_multiplicity": 1,
  "elements": ["H", "H", "H", "H", "H", "H", "O", "C", "O", "C", "C", "C"],
  "positions_angstrom": [[1.132421, 1.378043, -0.408788], [-2.781088, 0.351920, 0.298453], [-1.823287, 0.331666, -1.216289], [-2.302367, -1.200644, -0.483042], [2.875171, 0.953003, 0.073433], [2.160907, -1.482989, 0.153129], [-0.503159, 0.343317, 1.551442], [1.870622, 0.625600, -0.145866], [0.175657, -0.996294, -0.165269], [-2.009199, -0.173600, -0.261791], [1.502428, -0.638781, -0.025205], [-0.731737, -0.211466, 0.513703]],
  "forces_ev_per_a": [[0.2, 0.0, 0.2], [0.1, -0.1, -0.1], [0.0, -0.1, 0.2], [-0.1, 0.1, -0.1], [0.1, -0.1, -0.3], [-0.1, 0.2, 0.1], [-0.1, -0.3, -0.5], [0.1, -0.1, 0.0], [0.0, 0.1, 0.0], [-0.2, 0.0, 0.0], [0.3, 0.3, 0.1], [-0.1, 0.1, 0.2]]
}